# 1
A structure of composition C2H2O4P. Source: OMol25; level of theory: ωB97M-V/def2-TZVPD.

Computed properties:
Expectation value of S²: 2.010
Frontier orbital gap (spin up / spin down) in eV: 5.6 / 8.8
E in eV: -19583.0577

Geometry as ORCA input:
```
! wB97M-V def2-TZVPD RIJCOSX def2/J DEFGRID3
* xyz -1 3
C 0.20 1.71 0.67
O 0.07 2.67 0.00
O 0.24 -0.41 -1.81
O 2.06 -1.64 -1.18
P -0.77 0.13 0.58
H -1.09 0.12 2.06
O 0.36 -0.93 0.54
C 1.04 -1.01 -1.20
H -2.12 -0.64 0.34
*
```

Here are the natural (NBO) charges for atoms 1 to 5, given in e:
1. C 0.01
2. O -0.55
3. O -0.65
4. O -0.63
5. P 1.05

# 2
A structure of composition C2H2O5S. Source: OMol25; level of theory: ωB97M-V/def2-TZVPD.

Computed properties:
Frontier orbital gap in eV: 7.6
E in eV: -23173.4962

Geometry as ORCA input:
```
! wB97M-V def2-TZVPD RIJCOSX def2/J DEFGRID3
* xyz 0 1
C -0.38 -0.10 0.32
O 0.23 -0.56 1.36
O 0.47 0.75 -0.47
H -1.84 1.00 -0.74
O -1.05 -0.98 -0.58
S 1.81 0.12 0.01
O 2.26 -1.15 -0.41
C -1.78 0.11 -0.08
H -2.63 -0.30 0.65
O 2.91 1.12 -0.07
*
```

Here are the natural (NBO) charges for atoms 1 to 5, given in e:
1. C 0.62
2. O -0.59
3. O -0.63
4. H 0.20
5. O -0.50

Table of energy relative to the best compared isomer or geometry (same formula, charge and spin) (kJ/mol), in record order: 0.0; 222.2